Entry 1:
Entry from the OMol25 dataset: a cluster of 2 separate species, C2H4N4O in total (wB97M-V/def2-TZVPD).

```
11
Properties=species:S:1:pos:R:3:forces:R:3
H -2.1843 -0.6209 -2.3160 -0.1 -0.3 0.5
N -1.6072 -0.2342 -1.5607 0.5 0.8 -0.7
N -1.7506 -0.8637 -0.4982 0.1 0.0 0.5
O -2.4517 -1.8444 -0.2600 -0.3 -0.3 0.1
H -1.1613 -0.4835 0.2857 -0.2 -0.2 -0.2
H 0.7547 0.1161 2.1660 0.2 0.1 -0.1
N 0.3784 0.1682 1.2205 -0.3 -0.2 0.3
C 1.1592 0.6171 0.3409 -0.6 -0.1 -0.7
C 2.5038 1.0531 0.5424 0.3 0.1 0.5
N 3.5719 1.4031 0.7602 0.4 0.1 0.0
H 0.7872 0.6892 -0.6809 0.0 0.0 0.0
```
Forces are in eV/Å.

Calculated values
- gap between HOMO and LUMO (eV) = 9.535
- SMILES = [H]/N=[NH+]\[O-].[H]/N=C\C#N
- E_HOMO (eV) = -10.28
- energy above the lowest of the compared OMol25 structures with the same formula, charge and spin (kcal/mol) = 94.0



Entry 2:
Entry from the OMol25 dataset: the molecule C6H8N4O2S (wB97M-V/def2-TZVPD).

```
21
Properties=species:S:1:pos:R:3:forces:R:3
C 2.6419 0.2942 0.1522 -2.1 -0.1 -0.4
C 2.3547 1.5874 -0.0454 0.8 2.6 -0.6
C 1.3757 -0.3852 -0.0584 1.6 1.3 0.1
C 0.5176 0.6027 -0.3312 -4.0 -1.4 -2.1
C 1.0593 -1.7393 -0.1615 -2.9 -1.9 -0.6
C -1.2442 -1.6193 -0.8892 -0.6 0.6 -1.7
N -0.0666 -2.2055 -0.5674 3.2 -1.7 1.6
N 1.0094 1.8354 -0.3837 -0.5 1.9 -0.5
N -1.3380 -0.1698 -1.0321 4.1 2.2 -0.3
N -1.2355 0.3546 1.5076 -0.9 3.4 -2.2
O -2.0740 1.9999 -0.1603 -0.7 -0.3 -0.1
O -3.4345 -0.1147 0.3576 1.3 1.3 -1.2
S -2.1732 0.5875 0.0846 -0.9 0.2 2.9
H 3.6157 -0.0892 0.2504 0.8 -0.6 0.4
H 3.0619 2.3967 -0.1368 -0.1 0.2 0.3
H 1.6858 -2.5276 0.1679 1.3 -0.3 0.2
H -1.5707 -2.2105 -1.7634 -0.5 1.0 0.0
H -1.9162 -1.7504 -0.1100 -1.6 -1.5 1.5
H 0.5256 2.8115 -0.6457 1.4 -3.5 1.0
H -1.6710 0.9404 2.2126 0.1 -0.9 0.5
H -1.1238 -0.5990 1.5522 0.1 -2.5 1.5
```
Forces are in eV/Å.

Calculated values
- gap between HOMO and LUMO (eV) = 7.947
- E_HOMO (eV) = -8.78
- energy above the lowest of the compared OMol25 structures with the same formula, charge and spin (kcal/mol) = 123.2



Entry 3:
Entry from the OMol25 dataset: a structure of composition C18H13N5O2SeSn (wB97M-V/def2-TZVPD).

```
40
Properties=species:S:1:pos:R:3:forces:R:3
Sn 0.2836 0.4462 0.5338 0.7 0.5 0.8
O 0.1900 7.0488 -3.3378 0.0 0.0 0.0
C 1.0129 6.1212 -3.8441 0.0 -0.1 0.0
O 1.6278 6.3137 -4.8476 0.0 0.0 0.0
C 1.1292 4.7987 -3.1142 0.0 0.0 0.0
C 0.2378 4.3512 -2.1512 0.0 0.0 0.0
C 0.4125 3.1042 -1.5682 0.0 0.0 -0.1
C 1.4820 2.2989 -1.9374 0.1 0.1 0.1
C 2.3879 2.7504 -2.8965 0.0 0.0 0.0
C 2.1978 3.9841 -3.4837 0.0 0.0 0.0
N 1.6013 1.0298 -1.2846 -0.3 -0.2 -0.2
C 2.5151 0.1840 -1.5754 0.0 0.1 -0.1
C 2.5726 -1.1290 -0.9346 0.0 -0.1 0.0
C 3.5315 -2.0577 -1.2855 0.0 0.0 0.0
C 3.5091 -3.3082 -0.6705 0.0 0.0 0.0
C 2.5347 -3.5772 0.2710 0.0 0.0 0.0
C 1.6090 -2.5876 0.5806 0.1 0.0 0.1
N 1.6323 -1.3929 -0.0046 -0.4 -0.1 -0.4
H -0.1395 6.8257 -2.4612 0.0 0.0 0.0
H -0.6192 4.9423 -1.8536 0.0 0.0 0.0
H -0.3105 2.7746 -0.8315 0.0 0.0 0.0
H 3.2440 2.1662 -3.2024 0.0 0.0 0.0
H 2.8769 4.3462 -4.2439 0.0 0.0 0.0
H 3.2660 0.3924 -2.3319 0.0 0.0 0.0
H 4.2797 -1.8154 -2.0282 0.0 0.0 0.0
H 4.2450 -4.0566 -0.9315 0.0 0.0 0.0
H 2.4797 -4.5341 0.7699 0.0 0.0 0.0
H 0.8415 -2.7564 1.3261 0.0 0.0 0.0
Se -2.7494 0.5755 -1.9435 -0.1 0.0 0.1
N -4.2781 0.7784 -1.1025 0.1 0.0 -0.1
C -4.0510 0.8599 0.1915 0.0 0.0 0.1
C -5.0458 1.0076 1.2092 0.0 0.0 -0.1
C -4.6107 1.0322 2.4888 0.0 0.0 0.1
C -3.2102 0.9208 2.7827 0.0 0.1 0.0
N -2.2597 0.8110 1.8927 -0.1 -0.1 -0.2
C -2.6761 0.7707 0.6006 -0.1 0.0 -0.1
N -1.8073 0.6181 -0.4028 0.1 -0.3 -0.1
H -6.0885 1.0833 0.9323 0.0 0.0 0.0
H -5.2991 1.1314 3.3159 0.0 0.0 0.0
H -2.8967 0.9340 3.8208 0.0 0.0 0.0
```
Forces are in eV/Å.

Calculated values
- gap between HOMO and LUMO (eV) = 7.217
- E_HOMO (eV) = -15.04
- energy above the lowest of the compared OMol25 structures with the same formula, charge and spin (kcal/mol) = 17.9
- total charge = +2



Entry 4:
Entry from the OMol25 dataset: a structure of composition C45H35ClN8O7S2SeSiTa (wB97M-V/def2-TZVPD).

```
101
Properties=species:S:1:pos:R:3:forces:R:3
Ta -0.1804 -0.4150 0.0798 -0.7 -1.1 -0.3
C -3.1266 -2.9123 -2.2686 0.0 -0.1 0.0
C -3.9108 -2.0089 -2.9862 0.0 0.0 0.0
C -3.7632 -0.6751 -2.7330 0.1 0.0 0.1
C -2.8585 -0.2494 -1.7460 -0.2 -0.2 0.1
N -2.0759 -1.1148 -1.0713 0.0 0.0 -0.6
C -2.2302 -2.4294 -1.3542 0.0 0.0 0.2
N -2.9097 1.0899 -1.4516 0.2 0.4 0.0
C -2.5397 1.4726 -0.2829 0.0 0.1 0.0
N -1.9422 0.7350 0.7116 0.4 -0.4 -0.2
C -2.1182 1.4251 1.9146 0.2 -0.2 0.4
N -2.0857 0.9800 3.1071 -0.3 0.3 -0.3
C -2.1542 -0.3829 3.3878 0.2 -0.3 0.0
C -1.3946 -0.9000 4.4438 0.0 0.0 -0.1
C -1.5279 -2.2350 4.7641 0.0 0.0 0.0
C -2.4239 -3.0174 4.0484 0.0 0.0 0.0
C -3.1498 -2.4057 3.0406 0.0 -0.1 0.0
N -3.0326 -1.1248 2.7090 0.0 0.1 0.1
C -2.5256 2.8105 1.5928 -0.1 0.0 -0.1
C -2.7817 3.9019 2.4024 0.1 0.0 -0.1
C -3.2893 5.0420 1.7920 0.0 0.0 0.0
C -3.5762 5.0613 0.4267 0.0 0.0 0.0
C -3.3648 3.9431 -0.3697 0.1 0.0 0.0
C -2.8189 2.8272 0.2369 -0.1 0.2 0.2
H -3.1930 -3.9801 -2.4246 0.0 0.0 0.0
H -4.6175 -2.3521 -3.7316 0.0 0.0 0.0
H -4.3113 0.0885 -3.2614 0.0 0.0 0.0
H -1.6004 -3.0990 -0.7910 0.1 0.0 0.0
H -0.7201 -0.2492 4.9808 0.0 0.1 0.0
H -0.9421 -2.6622 5.5697 0.0 0.0 0.0
H -2.5639 -4.0672 4.2673 0.0 0.0 0.0
H -3.8679 -2.9785 2.4615 0.0 0.0 0.0
H -2.5867 3.8559 3.4664 0.0 0.0 0.0
H -3.4843 5.9275 2.3842 0.0 0.0 0.0
H -3.9843 5.9625 -0.0134 0.0 0.0 0.0
H -3.6054 3.9344 -1.4244 0.0 0.0 0.0
O 2.0156 2.3316 -1.1214 0.3 0.2 -0.1
Cl 1.6100 1.0961 -1.6606 -0.7 -0.5 0.3
O 2.1498 0.8126 -2.9206 0.2 0.0 -0.3
O 1.8942 -0.0136 -0.7083 0.7 0.1 0.6
O 0.1277 1.0087 -1.6730 -0.4 0.6 0.0
N -0.8521 -5.2860 -8.5947 0.0 0.0 -0.1
C -0.8130 -4.1339 -7.8008 0.0 0.1 0.1
C -1.8552 -3.8512 -6.9148 0.0 0.0 0.0
C -1.8317 -2.6963 -6.1550 -0.1 0.0 0.0
C -0.7755 -1.8053 -6.2612 0.1 0.1 0.1
C 0.2549 -2.0733 -7.1462 0.0 0.1 -0.1
C 0.2363 -3.2244 -7.9167 0.0 0.0 0.0
S -0.7292 -0.3510 -5.2217 0.0 -0.1 -0.1
O -2.0039 0.2999 -5.3860 0.0 0.0 0.0
O 0.4607 0.3631 -5.6229 0.0 0.0 0.0
N -0.6636 -0.8686 -3.7192 -0.1 0.1 0.0
C 0.3416 -1.5768 -3.2305 -0.3 0.0 0.0
S 1.5794 -2.3789 -4.1860 0.1 -0.1 0.1
C 2.2269 -3.0979 -2.7509 0.0 0.0 0.0
C 1.5200 -2.7012 -1.6808 0.1 0.0 -0.1
N 0.4683 -1.8328 -1.9190 0.3 0.1 0.4
H -1.3902 -6.0421 -8.2016 0.0 0.0 0.0
H 0.0515 -5.6015 -8.9111 0.0 0.0 0.0
H -2.6855 -4.5435 -6.8280 0.0 0.0 0.0
H -2.6402 -2.4762 -5.4725 0.0 0.0 0.1
H 1.0744 -1.3701 -7.2194 0.0 0.0 0.0
H 1.0471 -3.4241 -8.6086 0.0 0.0 0.0
H 3.0786 -3.7561 -2.7674 0.0 0.0 0.0
H 1.7312 -3.0005 -0.6676 0.0 0.0 0.0
Se -0.0520 -2.4188 1.2556 0.0 0.5 0.0
O 0.5329 0.7230 1.4927 0.0 0.2 -0.5
Si 1.8212 1.1462 2.3987 0.4 -0.1 0.3
C 1.3255 1.5090 4.1832 0.1 0.0 -0.1
C 1.9757 0.9448 5.2821 0.0 -0.1 0.0
C 1.6538 1.3150 6.5823 0.0 0.0 0.0
C 0.6764 2.2727 6.8082 0.0 0.0 0.0
C 0.0365 2.8667 5.7282 0.0 0.0 0.0
C 0.3668 2.4931 4.4351 -0.1 0.0 0.0
C 2.5622 2.7791 1.8492 -0.1 -0.1 0.0
C 1.7359 3.7778 1.3320 0.0 0.0 0.0
C 2.2327 5.0352 1.0260 0.0 0.0 0.0
C 3.5756 5.3188 1.2350 0.0 0.0 0.0
C 4.4101 4.3447 1.7639 0.0 0.0 0.0
C 3.9037 3.0889 2.0723 0.0 0.0 0.1
C 3.0590 -0.2680 2.3708 -0.1 0.1 0.0
C 4.1934 -0.2747 1.5581 0.0 0.0 0.0
C 5.0161 -1.3899 1.4779 0.0 0.0 0.0
C 4.7124 -2.5288 2.2105 0.0 0.0 0.0
C 3.5789 -2.5514 3.0105 0.0 0.0 0.0
C 2.7615 -1.4332 3.0836 0.0 0.0 0.0
H 2.7435 0.1957 5.1287 0.0 0.0 0.0
H 2.1669 0.8527 7.4169 0.0 0.0 0.0
H 0.4199 2.5633 7.8197 0.0 0.0 0.0
H -0.7245 3.6196 5.8943 0.0 0.0 0.0
H -0.1515 2.9635 3.6082 0.0 0.0 0.0
H 0.6875 3.5644 1.1467 0.0 0.0 0.0
H 1.5740 5.7887 0.6123 0.0 0.0 0.0
H 3.9693 6.2963 0.9847 0.0 0.0 0.0
H 5.4569 4.5615 1.9392 0.0 0.0 0.0
H 4.5680 2.3490 2.5054 0.0 0.0 0.0
H 4.4287 0.5951 0.9553 0.0 0.0 0.0
H 5.8857 -1.3728 0.8325 0.0 0.0 0.0
H 5.3488 -3.4030 2.1446 0.0 0.0 0.0
H 3.3185 -3.4477 3.5601 0.0 0.0 0.0
H 1.8592 -1.4811 3.6845 0.0 0.0 0.0
```
Forces are in eV/Å.

Calculated values
- gap between HOMO and LUMO (eV) = 7.075
- E_HOMO (eV) = -5.17
- energy above the lowest of the compared OMol25 structures with the same formula, charge and spin (kcal/mol) = 53.3
- total charge = -1



Entry 5:
Entry from the OMol25 dataset: a structure of composition C30H85CrCu3N5O18P2 (wB97M-V/def2-TZVPD).

```
144
Properties=species:S:1:pos:R:3:forces:R:3
Cr 0.8429 -2.3945 -0.9927 0.9 -2.1 1.0
Cu -2.7628 0.5408 1.9376 0.1 -0.6 0.0
Cu -1.3779 -3.0662 1.3842 1.6 -0.5 -0.2
Cu 1.3922 -1.6200 2.1474 0.0 -0.9 -0.2
P -0.6267 -0.4813 0.3833 0.6 -2.3 0.6
O -1.3709 0.7930 -0.0726 1.0 -0.1 0.2
O 0.9173 -0.6464 0.1507 -0.7 2.3 0.8
O -1.0943 -1.7534 -0.3729 -1.9 0.7 -0.6
O -0.9274 -0.8068 1.8915 -0.4 1.4 -0.7
P 1.2337 -4.2910 1.0131 -1.7 -0.4 -0.8
O 0.5590 -3.6923 2.3023 -0.1 0.9 0.2
O 2.2047 -3.2133 0.4388 1.4 1.0 0.6
O 0.1774 -4.1715 -0.1347 -1.9 0.3 -0.9
O 1.6362 -5.7026 1.1187 1.3 -0.8 0.7
C -5.1135 3.0113 -1.2402 0.5 -0.3 -0.4
C -4.1274 3.3600 -0.1253 0.2 0.5 -0.5
O -3.4657 2.2406 0.4118 -0.2 -0.3 0.1
H -4.5884 2.9189 -2.1973 0.0 0.1 0.1
H -5.8654 3.7901 -1.3559 -0.2 -0.1 0.0
H -5.5465 2.0181 -1.0957 -0.3 0.2 0.3
H -4.6267 3.8876 0.6873 0.0 -0.2 0.1
H -3.3815 4.0609 -0.5261 -0.1 0.0 0.1
H -2.7894 1.8862 -0.1959 -0.1 0.0 0.2
C -4.2020 -1.5855 -3.8429 -0.2 -0.2 -0.7
C -3.5481 -1.2103 -2.5456 0.6 -0.2 0.5
O -3.2522 -2.3688 -1.7654 -0.1 0.7 -0.1
H -4.4840 -0.6908 -4.4076 -0.1 0.0 0.1
H -5.0963 -2.1931 -3.6774 0.0 0.1 0.1
H -3.5569 -2.1621 -4.5134 0.1 0.0 0.3
H -4.2219 -0.5137 -2.0069 0.2 -0.1 0.0
H -2.5943 -0.6861 -2.7093 -0.3 0.2 -0.1
H -2.4268 -2.1351 -1.2485 -0.2 -0.4 -0.2
C 0.7265 5.1928 0.8155 0.5 0.4 -0.1
C 0.0149 4.1078 0.0613 -0.5 -0.6 0.3
O -0.4142 3.1386 1.0058 -0.1 -0.1 0.1
H 0.1153 5.6154 1.6118 -0.2 0.0 0.0
H 1.0196 5.9964 0.1289 -0.1 0.0 0.1
H 1.6408 4.8007 1.2630 0.0 0.0 0.0
H 0.6962 3.6440 -0.6566 -0.1 0.2 -0.2
H -0.8499 4.5268 -0.4769 0.1 -0.1 -0.1
H -0.7248 2.2873 0.6115 0.2 0.6 -0.2
C -1.4867 2.8119 -4.4015 -0.5 1.2 -0.1
C -1.7359 2.3164 -3.0087 0.2 -0.8 0.2
O -0.7221 1.3960 -2.6435 0.2 0.3 0.5
H -1.5096 2.0183 -5.1426 0.3 -0.1 0.0
H -0.5797 3.4170 -4.4514 0.2 -0.4 -0.1
H -2.2813 3.5224 -4.6736 0.0 -0.2 0.0
H -2.6961 1.7814 -2.9706 -0.1 0.3 0.1
H -1.7220 3.1236 -2.2684 -0.3 0.2 -0.2
H -0.8238 1.3002 -1.6643 0.1 -0.4 -0.4
C -2.1000 -1.4219 6.5100 -0.4 0.1 0.4
C -1.8049 -0.7520 5.1844 -0.1 -0.2 0.0
O -2.0214 -1.6926 4.1360 0.2 0.5 0.1
H -1.4796 -2.3054 6.6626 0.1 0.0 -0.1
H -3.1456 -1.7374 6.5832 0.1 0.0 -0.2
H -1.9422 -0.7347 7.3503 0.1 0.0 -0.2
H -0.7739 -0.3737 5.1920 -0.1 -0.1 -0.2
H -2.4565 0.1277 5.0456 0.1 -0.1 0.1
H -1.5745 -1.3327 3.3353 -0.2 -0.4 0.4
C -0.5960 -1.5685 -5.2580 -0.4 -0.7 -0.6
C -0.2577 -2.2462 -3.9416 -0.1 -0.2 0.5
C 0.5792 -3.4960 -4.1681 1.4 0.7 -0.5
O 1.0755 -4.0230 -2.9576 -1.0 0.1 -0.6
C 1.3977 -5.3837 -3.0467 0.5 -0.8 1.1
N 0.4706 -1.3633 -3.0090 -0.8 0.4 -0.7
H -0.9909 -0.5656 -5.1113 0.2 0.2 0.1
H -1.3775 -2.1149 -5.8084 0.1 0.0 0.2
H 0.2717 -1.5833 -5.9277 0.0 0.4 0.1
H -1.1836 -2.5654 -3.4456 0.1 0.2 0.1
H 1.4746 -3.1838 -4.7529 -0.3 -0.1 -0.1
H 0.0545 -4.2213 -4.7985 -0.2 -0.2 0.3
H 0.6664 -5.9674 -3.6128 0.0 0.2 -0.2
H 1.4042 -5.7851 -2.0271 -0.1 0.2 0.0
H 2.4171 -5.5382 -3.4323 -0.2 0.1 -0.3
H -0.1325 -0.5645 -2.8006 0.0 -0.1 0.0
H 1.2468 -0.9246 -3.5061 0.2 -0.3 0.3
C 2.4035 2.5424 3.9878 0.0 0.1 -0.1
C 1.8747 1.1901 3.6102 -0.3 -0.4 -1.0
C 2.1775 0.1786 4.6728 0.3 -0.4 -0.2
O 1.8775 -1.1348 4.1867 -0.2 0.8 -0.5
C 1.8153 -2.0965 5.2007 -0.3 -0.5 0.5
N 0.4412 1.2667 3.3412 0.0 0.0 0.1
H 1.8857 2.8824 4.8853 0.2 0.2 0.1
H 2.2041 3.2390 3.1740 0.1 0.1 0.1
H 3.4816 2.4759 4.1344 0.0 0.3 0.2
H 2.4004 0.8497 2.6957 0.1 0.0 0.3
H 1.5880 0.3881 5.5749 0.1 -0.1 0.0
H 3.2597 0.2165 4.8757 -0.2 0.0 0.3
H 1.0301 -1.8471 5.9287 0.1 0.1 -0.1
H 2.7727 -2.1522 5.7325 0.0 -0.1 -0.1
H 1.5476 -3.0464 4.7433 0.2 0.0 -0.1
H 0.1075 0.3637 2.9939 0.1 0.3 0.2
H 0.3026 1.9150 2.5637 0.0 0.0 0.3
C -6.3239 -1.4051 0.3574 -0.2 0.1 0.6
C -5.2397 -0.5784 1.0584 -0.3 -1.0 -0.1
C -5.6269 -0.2848 2.4846 -1.3 0.1 0.0
O -4.8216 0.7251 3.0611 0.5 -0.3 0.4
C -5.4012 2.0043 3.0252 -0.1 0.6 -0.4
N -3.9298 -1.2271 1.0456 0.5 1.3 -0.5
H -6.3628 -2.3987 0.8131 0.0 0.0 -0.1
H -6.1327 -1.5110 -0.7063 0.1 0.0 -0.1
H -7.3079 -0.9461 0.5150 0.1 0.0 -0.2
H -5.1694 0.3905 0.5594 0.3 0.0 -0.1
H -5.6394 -1.1725 3.1227 0.5 0.0 0.0
H -6.6851 0.0295 2.4621 0.2 0.2 0.2
H -5.4813 2.3645 1.9920 -0.1 -0.1 0.1
H -4.7540 2.7024 3.5525 0.1 -0.2 0.1
H -6.3966 2.0213 3.4816 0.1 -0.1 0.1
H -3.5800 -1.2492 0.0923 0.1 -0.2 0.1
H -3.8878 -2.1824 1.3832 -0.4 0.0 0.2
C 4.1455 0.9638 0.7254 -0.2 0.4 0.0
C 3.2211 2.0376 0.1625 -1.4 -0.4 0.4
C 3.8969 3.3193 -0.2092 0.7 -0.1 -0.4
O 4.0958 4.0550 0.9721 0.0 0.5 0.2
C 4.8059 5.2453 0.7463 0.1 0.2 0.4
N 2.4565 1.4780 -0.9620 -0.2 -0.4 0.1
H 4.9063 0.7295 -0.0230 0.0 -0.1 0.1
H 3.5573 0.0720 0.9535 0.1 -0.1 -0.1
H 4.6245 1.2969 1.6487 0.1 0.0 -0.1
H 2.4730 2.3510 0.9188 0.4 -0.2 0.3
H 3.2702 3.8635 -0.9318 0.1 0.2 0.1
H 4.8827 3.1432 -0.6725 -0.2 -0.1 -0.2
H 4.8074 5.8190 1.6769 0.0 -0.2 0.0
H 4.3323 5.8834 -0.0135 0.1 -0.2 -0.1
H 5.8542 5.0450 0.4809 -0.1 0.0 -0.2
H 1.7297 2.1424 -1.2276 0.3 0.0 -0.2
H 1.8882 0.6994 -0.5587 0.6 0.4 -0.5
C 4.3009 -1.3410 -3.7211 0.2 0.2 -0.4
C 4.2457 -2.2472 -2.5185 -1.0 0.7 0.3
C 5.5557 -2.2383 -1.7712 0.0 -0.5 0.4
O 6.6011 -2.7175 -2.6053 -1.0 0.2 -0.3
C 7.7994 -2.7875 -1.9321 0.8 -0.2 0.4
N 3.1398 -1.7826 -1.6246 1.8 -0.4 0.3
H 4.4147 -0.2923 -3.4246 0.0 -0.1 0.2
H 3.3704 -1.4062 -4.2860 0.1 -0.1 -0.2
H 5.1574 -1.5840 -4.3557 -0.2 -0.1 -0.1
H 3.9940 -3.2685 -2.8137 0.1 0.0 0.0
H 5.4461 -2.8968 -0.8909 0.1 0.1 -0.1
H 5.7687 -1.2254 -1.3873 0.1 0.0 -0.2
H 7.7268 -3.4504 -1.0586 0.1 0.1 0.1
H 8.1303 -1.7930 -1.6026 0.1 0.0 0.1
H 8.5466 -3.2048 -2.6057 0.0 0.0 -0.1
H 3.3880 -0.8489 -1.2863 -0.2 0.0 -0.3
H 3.2318 -2.3755 -0.7795 -0.4 0.2 -0.2
```
Forces are in eV/Å.

Calculated values
- multiplicity = 5
- gap between HOMO and LUMO (alpha / beta) (eV) = 5.220 / 6.262
- E_HOMO (alpha / beta) (eV) = -3.25 / -4.29
- total charge = -1